No. 1
C6H11N in the gas phase, computed with the ωB97M-V functional and the def2-TZVPD basis.

Each line ends with the Mulliken charge.
Element x y z (Å)
1 C -0.215 -3.201 1.190  -1.02
2 C -0.755 -2.073 0.431  0.00
3 C -0.013 -0.969 0.300  -0.42
4 C -0.412 0.093 -0.655  -0.26
5 C 0.312 1.374 -0.488  -0.55
6 C 0.058 2.676 -0.811  -0.03
7 N 0.804 3.720 -0.289  -0.50
8 H 0.876 -3.262 0.965  0.30
9 H -0.674 -4.197 0.788  0.27
10 H -0.383 -3.342 2.303  0.25
11 H -1.692 -2.361 -0.303  0.19
12 H 0.710 -0.693 1.049  0.34
13 H -1.531 0.178 -0.575  0.28
14 H -0.383 -0.282 -1.686  0.24
15 H 1.300 1.301 -0.013  0.13
16 H -0.683 2.928 -1.558  0.32
17 H 0.961 4.602 -0.784  0.23
18 H 1.722 3.507 0.135  0.22

As for the total charge: 0. The electronic energy is -7888.013 eV. The highest occupied orbital energy comes out at -7.7 eV. For the orbital gap, the calculation gives 8.9 eV. Its relative energy (zero: lowest compared OMol25 entry of this formula, charge and spin) is 243.0 kJ/mol. As for the spin multiplicity: 1. The calculation puts the LUMO energy at 0.0450 Eh. As for the SMILES: C/C=C/C/C=C/N.

=====

No. 2
2 unconnected molecules or ions with the total composition C5H7NO2, computed with the ωB97M-V functional and the def2-TZVPD basis.

Each line ends with the Mulliken charge.
Element x y z (Å)
1 C 1.251 1.791 0.582  -0.65
2 C 0.541 1.182 -0.379  -0.36
3 C -0.562 0.126 -0.134  0.82
4 C -0.555 -0.488 1.254  -1.21
5 O -1.604 0.227 -0.808  -0.68
6 H 1.463 1.315 1.528  0.28
7 H 1.492 2.841 0.516  0.25
8 H 0.356 1.723 -1.300  0.33
9 H -1.214 -1.354 1.264  0.28
10 H 0.436 -0.870 1.495  0.43
11 H -0.758 0.288 1.988  0.40
12 N 1.369 -1.460 -1.177  -0.41
13 C 0.200 -1.666 -1.256  0.54
14 O -0.840 -2.150 -1.851  -0.44
15 H -1.576 -1.503 -1.722  0.43

As for the total charge: 0. The electronic energy is -10880.624 eV. The highest occupied orbital energy comes out at -10.2 eV. For the orbital gap, the calculation gives 9.9 eV. Its relative energy (zero: lowest compared OMol25 entry of this formula, charge and spin) is 288.8 kJ/mol. As for the spin multiplicity: 1. The calculation puts the LUMO energy at -0.0096 Eh. As for the SMILES: C=CC(C)=O.N#CO.

=====

No. 3
2 unconnected molecules or ions with the total composition C10H17NSi, computed with the ωB97M-V functional and the def2-TZVPD basis.

Each line ends with the Mulliken charge.
Element x y z (Å)
1 C 4.108 -0.428 0.338  -0.89
2 Si 2.485 -0.040 0.713  0.23
3 C 0.940 -1.225 0.749  0.62
4 C 1.304 -2.200 -0.306  -1.37
5 N 1.773 1.296 -0.030  0.00
6 C 2.558 2.094 -0.916  -0.92
7 H 4.907 0.304 0.342  0.30
8 H 4.456 -1.451 0.466  0.21
9 H 0.938 -1.589 1.838  0.32
10 H 0.038 -0.721 0.438  -0.65
11 H 0.245 -2.680 -0.630  0.27
12 H 1.628 -1.674 -1.220  0.34
13 H 2.032 -2.876 -0.071  0.47
14 H 0.948 1.735 0.376  0.26
15 H 2.190 1.923 -1.891  0.35
16 H 2.853 3.094 -0.588  0.31
17 H 3.518 1.485 -1.078  0.21
18 C -4.198 -0.451 0.104  -0.28
19 C -3.178 -0.815 -0.710  -0.47
20 C -2.030 -0.125 -0.683  -0.44
21 C -1.945 1.003 0.147  -0.11
22 C -2.950 1.341 1.014  -0.33
23 C -4.125 0.621 0.924  -0.37
24 H -5.151 -1.096 0.005  0.22
25 H -3.202 -1.677 -1.295  0.42
26 H -1.351 -0.593 -1.364  0.54
27 H -0.938 1.498 0.123  0.08
28 H -2.903 2.227 1.675  0.34
29 H -4.948 1.019 1.531  0.33

As for the total charge: 0. The electronic energy is -20010.450 eV. The highest occupied orbital energy comes out at -7.6 eV. For the orbital gap, the calculation gives 8.0 eV. Its relative energy (zero: lowest compared OMol25 entry of this formula, charge and spin) is 290.1 kJ/mol. As for the spin multiplicity: 1. The calculation puts the LUMO energy at 0.0169 Eh. As for the SMILES: C=[Si](CC)NC.c1ccccc1.

=====

No. 4
A gas-phase ion, C19H23N6O2 (charge +1), computed with the ωB97M-V functional and the def2-TZVPD basis.

Each line ends with the Mulliken charge.
Element x y z (Å)
1 O -0.334 4.904 -1.260  -0.65
2 C 0.064 3.749 -1.381  0.27
3 N 1.371 3.439 -1.077  -0.06
4 C 1.535 2.400 -0.167  -0.85
5 C 2.074 1.192 -0.453  -0.21
6 C 1.789 0.338 0.651  0.44
7 C 1.950 -1.141 0.697  -0.05
8 C 3.141 -1.643 1.500  -0.78
9 C 2.753 -3.110 1.757  -0.61
10 C 1.257 -3.090 1.967  -0.49
11 N 0.835 -1.801 1.405  0.46
12 N 1.192 1.024 1.616  -0.74
13 N 1.049 2.280 1.146  0.24
14 N -0.899 2.788 -1.679  -0.07
15 C -0.679 1.471 -2.095  0.25
16 C 0.339 1.162 -3.028  -0.59
17 C 0.631 -0.168 -3.373  -0.70
18 C 0.032 -1.224 -2.698  -1.00
19 C -0.960 -0.934 -1.711  0.30
20 C -1.332 0.390 -1.500  1.38
21 C -2.546 0.503 -0.679  -0.65
22 C -2.501 1.295 0.598  -0.23
23 C -3.426 0.476 1.525  -0.79
24 C -3.220 -0.953 1.150  -0.49
25 N -2.735 -0.854 -0.200  0.14
26 C -1.763 -1.655 -0.776  -0.26
27 O -1.320 -2.672 -0.273  -0.73
28 H 1.884 4.296 -0.813  0.36
29 H 2.550 0.909 -1.399  0.58
30 H 2.042 -1.504 -0.335  0.16
31 H 3.263 -1.084 2.446  0.36
32 H 4.088 -1.519 0.943  0.40
33 H 3.002 -3.765 0.943  0.34
34 H 3.277 -3.510 2.638  0.36
35 H 0.774 -3.994 1.545  0.27
36 H 1.029 -3.134 3.028  0.43
37 H 0.503 -1.172 2.129  0.50
38 H 0.045 -1.969 0.752  -0.35
39 H 0.557 3.032 1.602  0.27
40 H -1.872 3.114 -1.587  0.36
41 H 0.894 1.959 -3.491  0.52
42 H 1.410 -0.334 -4.114  0.41
43 H 0.235 -2.259 -2.954  0.54
44 H -3.399 0.785 -1.279  0.24
45 H -2.797 2.322 0.395  0.44
46 H -1.494 1.300 0.993  -0.03
47 H -4.466 0.734 1.381  0.34
48 H -3.208 0.628 2.589  0.41
49 H -2.486 -1.425 1.802  0.19
50 H -4.130 -1.575 1.126  0.35

As for the total charge: +1. The electronic energy is -33106.632 eV. The highest occupied orbital energy comes out at -11.8 eV. For the orbital gap, the calculation gives 9.1 eV. Its relative energy (zero: lowest compared OMol25 entry of this formula, charge and spin) is 0.0 kJ/mol. As for the spin multiplicity: 1. The calculation puts the LUMO energy at -0.1013 Eh. As for the SMILES: O=C(Nc1cc([C@H]2CCC[NH2+]2)n[nH]1)Nc1cccc2c1[C@@H]1CCCN1C2=O.

=====

No. 5
A molecular structure, C40H38N4PSSc, computed with the ωB97M-V functional and the def2-TZVPD basis.

Each line ends with the Mulliken charge.
Element x y z (Å)
1 Sc 0.921 -1.844 -0.272  -1.26
2 C -0.147 -4.579 -3.455  -1.56
3 C 0.486 -3.468 -2.678  0.26
4 N 0.520 -3.613 -1.252  0.24
5 N 1.241 -4.743 -0.838  -0.56
6 C 2.466 -4.664 -0.336  0.78
7 N 3.083 -5.820 -0.004  -0.51
8 S 3.254 -3.185 -0.055  -0.47
9 C 0.922 -2.282 -3.188  0.53
10 C 0.837 -1.891 -4.587  -1.33
11 C 1.410 -0.751 -5.024  -0.45
12 C 2.096 0.117 -4.111  -1.00
13 C 2.059 -0.226 -2.796  -0.27
14 N 1.455 -1.325 -2.296  0.56
15 H 0.403 -5.522 -3.343  0.32
16 H -0.182 -4.374 -4.523  0.47
17 H -1.174 -4.765 -3.117  0.27
18 H 0.803 -5.648 -0.948  0.27
19 H 2.663 -6.717 -0.170  0.16
20 H 3.954 -5.771 0.490  0.21
21 H 0.321 -2.536 -5.285  0.26
22 H 1.350 -0.489 -6.074  0.40
23 H 2.603 1.012 -4.441  0.48
24 H 2.525 0.418 -2.054  0.65
25 C -2.888 4.634 1.821  -0.71
26 C -2.868 3.519 2.647  -0.88
27 C -1.929 2.521 2.444  -0.18
28 C -0.995 2.623 1.412  0.36
29 C -1.025 3.745 0.590  -0.35
30 C -1.965 4.744 0.793  -0.80
31 P 0.152 1.240 1.057  3.35
32 C 1.704 1.957 0.449  0.82
33 C 2.893 1.807 1.158  -0.86
34 C 4.079 2.320 0.651  -0.93
35 C 4.085 2.998 -0.558  -0.67
36 C 2.903 3.151 -1.272  -1.03
37 C 1.723 2.623 -0.779  -0.34
38 C 0.510 0.571 2.705  -0.03
39 C 0.644 1.529 3.687  -0.60
40 C 0.861 1.182 5.029  -1.25
41 C 0.890 -0.138 5.376  -0.69
42 C 0.780 -1.151 4.397  1.07
43 C 0.817 -2.511 4.790  -1.08
44 C 0.769 -3.492 3.849  -1.27
45 C 0.747 -3.140 2.480  0.03
46 C 0.704 -1.844 2.012  0.38
47 C 0.654 -0.821 3.015  0.14
48 H -3.622 5.414 1.978  0.40
49 H -3.582 3.426 3.455  0.42
50 H -1.914 1.668 3.110  0.43
51 H -0.314 3.855 -0.218  0.26
52 H -1.975 5.607 0.141  0.47
53 H 2.899 1.277 2.101  0.43
54 H 5.000 2.183 1.202  0.46
55 H 5.010 3.397 -0.952  0.39
56 H 2.903 3.663 -2.226  0.44
57 H 0.818 2.711 -1.370  0.17
58 H 0.560 2.579 3.435  0.69
59 H 0.969 1.958 5.776  0.40
60 H 1.010 -0.432 6.412  0.40
61 H 0.888 -2.747 5.846  0.39
62 H 0.785 -4.535 4.142  0.43
63 H 0.789 -3.967 1.770  0.35
64 C -1.958 -1.207 -1.547  -1.68
65 C -1.863 -0.130 -0.451  2.98
66 C -2.504 -0.707 0.812  -2.14
67 C -0.364 0.176 -0.219  0.08
68 C -2.594 1.113 -0.972  -0.19
69 C -2.113 1.755 -2.117  -0.02
70 C -2.737 2.880 -2.629  -0.95
71 C -3.869 3.395 -2.009  -0.59
72 C -4.364 2.763 -0.882  -0.86
73 C -3.735 1.632 -0.373  -0.17
74 H -1.554 -2.167 -1.204  0.59
75 H -1.414 -0.919 -2.447  0.23
76 H -3.002 -1.380 -1.818  0.52
77 H -1.937 -1.578 1.146  0.14
78 H -3.532 -1.023 0.620  0.62
79 H -2.522 0.006 1.636  0.42
80 H 0.058 0.626 -1.119  -0.37
81 H -1.237 1.366 -2.627  0.33
82 H -2.343 3.352 -3.521  0.42
83 H -4.359 4.274 -2.406  0.41
84 H -5.246 3.151 -0.385  0.42
85 H -4.146 1.164 0.512  0.35

As for the total charge: 0. The electronic energy is -88882.251 eV. The highest occupied orbital energy comes out at -5.4 eV. For the orbital gap, the calculation gives 5.7 eV. Its relative energy (zero: lowest compared OMol25 entry of this formula, charge and spin) is 0.0 kJ/mol. As for the spin multiplicity: 1. The calculation puts the LUMO energy at 0.0109 Eh.

=====

No. 6
A molecular structure, C30H48BF3N3P2Pd, computed with the ωB97M-V functional and the def2-TZVPD basis.

Each line ends with the Mulliken charge.
Element x y z (Å)
1 Pd 0.369 0.278 -0.432  -0.46
2 C 3.125 -3.365 0.516  -1.88
3 C 1.611 -3.582 0.600  2.27
4 C 1.257 -4.665 1.614  -1.78
5 C 1.114 -4.009 -0.789  -2.28
6 P 0.790 -1.910 0.884  0.93
7 C -0.979 -2.424 1.239  -1.52
8 N -1.833 -1.271 1.065  0.10
9 B -1.500 -0.117 0.305  0.62
10 N -2.321 0.957 0.756  0.41
11 C -2.090 2.370 0.546  -1.78
12 P -0.533 2.581 -0.478  0.79
13 C -1.208 3.020 -2.182  2.13
14 C -0.050 2.951 -3.186  -1.56
15 C -1.904 4.377 -2.253  -1.76
16 C -2.217 1.913 -2.529  -1.90
17 C 0.408 3.987 0.350  1.78
18 C 1.717 4.157 -0.431  -1.73
19 C 0.745 3.476 1.757  -1.59
20 C -0.348 5.308 0.460  -1.74
21 C -3.189 0.442 1.724  0.57
22 C -4.178 1.059 2.471  -0.67
23 C -4.872 0.293 3.399  -0.76
24 C -4.587 -1.057 3.574  -0.77
25 C -3.595 -1.685 2.831  -0.77
26 C -2.892 -0.926 1.909  0.37
27 C 1.402 -1.143 2.519  2.09
28 C 1.724 -2.167 3.603  -1.95
29 C 2.662 -0.331 2.170  -1.56
30 C 0.349 -0.175 3.073  -1.90
31 H 3.606 -4.274 0.147  0.54
32 H 3.563 -3.133 1.486  0.29
33 H 3.359 -2.556 -0.181  0.33
34 H 1.702 -5.605 1.279  0.54
35 H 0.179 -4.813 1.685  0.30
36 H 1.646 -4.457 2.608  0.33
37 H 1.661 -4.894 -1.121  0.65
38 H 1.291 -3.216 -1.512  0.51
39 H 0.050 -4.252 -0.793  0.31
40 H -1.059 -2.807 2.259  0.49
41 H -1.254 -3.232 0.556  0.46
42 H -1.937 2.852 1.516  0.60
43 H -2.945 2.857 0.071  0.63
44 H 0.642 3.784 -3.068  0.31
45 H -0.440 2.991 -4.205  0.50
46 H 0.504 2.018 -3.072  0.07
47 H -1.188 5.197 -2.283  0.32
48 H -2.582 4.537 -1.413  0.30
49 H -2.496 4.429 -3.169  0.49
50 H -1.815 0.927 -2.292  0.08
51 H -2.436 1.949 -3.598  0.67
52 H -3.160 2.036 -1.995  0.26
53 H 2.173 3.186 -0.642  0.24
54 H 2.429 4.742 0.153  0.48
55 H 1.560 4.678 -1.375  0.34
56 H 1.190 2.478 1.721  0.17
57 H -0.131 3.446 2.406  0.31
58 H 1.472 4.148 2.218  0.64
59 H -0.441 5.810 -0.499  0.34
60 H 0.203 5.977 1.126  0.51
61 H -1.345 5.169 0.882  0.25
62 H -4.406 2.109 2.335  0.49
63 H -5.650 0.754 3.993  0.40
64 H -5.151 -1.629 4.299  0.41
65 H -3.383 -2.738 2.964  0.48
66 H 2.561 -2.808 3.331  0.35
67 H 0.859 -2.794 3.827  0.36
68 H 1.996 -1.641 4.521  0.51
69 H 3.502 -0.972 1.900  0.25
70 H 2.963 0.277 3.027  0.48
71 H 2.470 0.342 1.327  0.10
72 H -0.563 -0.683 3.385  0.29
73 H 0.083 0.590 2.339  0.19
74 H 0.766 0.330 3.947  0.72
75 F 1.137 -4.276 -5.619  -0.28
76 C 2.135 -3.506 -5.173  0.67
77 F 2.995 -4.292 -4.499  -0.24
78 F 2.787 -3.013 -6.232  -0.25
79 C 1.635 -2.413 -4.271  0.24
80 C 2.546 -1.605 -3.606  -0.94
81 C 2.068 -0.672 -2.708  -0.47
82 N 0.761 -0.520 -2.454  0.34
83 C -0.110 -1.279 -3.122  -0.26
84 C 0.279 -2.232 -4.041  -0.82
85 H 3.608 -1.707 -3.786  0.50
86 H 2.742 0.001 -2.193  0.50
87 H -1.158 -1.107 -2.910  0.49
88 H -0.454 -2.832 -4.560  0.54

As for the total charge: +1. The electronic energy is -67242.784 eV. The highest occupied orbital energy (alpha / beta) comes out at -8.8 / -10.3 eV. Its expectation value of S² is 2.006. For the orbital gap (alpha / beta), the calculation gives 5.8 / 6.0 eV. Its relative energy (zero: lowest compared OMol25 entry of this formula, charge and spin) is 0.0 kJ/mol. As for the spin multiplicity: 3. The calculation puts the LUMO energy (alpha / beta) at -0.1070 / -0.1600 Eh.

=====

No. 7
2 unconnected molecules or ions with the total composition H3NO2, computed with the ωB97M-V functional and the def2-TZVPD basis.

Each line ends with the Mulliken charge.
Element x y z (Å)
1 N -1.614 0.538 -0.157  0.02
2 O -1.369 -0.622 0.037  -0.23
3 H -2.068 0.932 0.708  0.21
4 O 2.450 -0.008 -0.102  -0.63
5 H 2.965 0.625 0.401  0.32
6 H 1.753 -0.282 0.509  0.31

As for the total charge: 0. The electronic energy is -5630.790 eV. The highest occupied orbital energy comes out at -9.8 eV. For the orbital gap, the calculation gives 9.3 eV. Its relative energy (zero: lowest compared OMol25 entry of this formula, charge and spin) is 4.0 kJ/mol. As for the spin multiplicity: 1. The calculation puts the LUMO energy at -0.0162 Eh. As for the SMILES: N=O.O.

=====

No. 8
2 unconnected molecules or ions with the total composition C7H15NO, computed with the ωB97M-V functional and the def2-TZVPD basis.

Each line ends with the Mulliken charge.
Element x y z (Å)
1 C -0.259 1.779 -0.387  0.01
2 C -1.683 1.600 -0.810  -1.23
3 C 0.148 1.673 0.981  -0.74
4 C 0.778 0.124 -1.553  -0.15
5 O 0.242 0.075 -2.659  -0.65
6 H 0.321 2.439 -1.022  0.44
7 H 1.766 0.583 -1.382  0.38
8 H -2.231 0.946 -0.127  0.27
9 H -1.729 1.173 -1.815  0.30
10 H -2.211 2.560 -0.839  0.40
11 H 0.908 2.382 1.307  0.31
12 H 0.724 0.573 1.138  0.08
13 H -0.661 1.616 1.711  0.28
14 C -0.703 -1.630 -0.667  -1.08
15 C 0.947 -1.851 1.703  -1.35
16 C 1.232 -0.864 0.613  -0.08
17 N 0.533 -0.864 -0.541  0.25
18 H 2.257 -0.525 0.510  0.45
19 H -0.504 -2.685 -0.488  0.37
20 H -1.457 -1.278 0.038  0.33
21 H -1.066 -1.488 -1.682  0.34
22 H 1.175 -2.876 1.386  0.35
23 H 1.570 -1.632 2.569  0.39
24 H -0.097 -1.830 2.017  0.33

As for the total charge: 0. The electronic energy is -11036.829 eV. The highest occupied orbital energy (alpha / beta) comes out at -7.0 / -7.0 eV. For the orbital gap (alpha / beta), the calculation gives 7.6 / 7.6 eV. Its relative energy (zero: lowest compared OMol25 entry of this formula, charge and spin) is 371.0 kJ/mol. As for the spin multiplicity: 1. The calculation puts the LUMO energy (alpha / beta) at 0.0233 / 0.0232 Eh.